(1)
{
  "formula": "C30H40N4O5S",
  "method": "ωB97M-V/def2-TZVPD",
  "species": ["C", "S", "C", "C", "C", "C", "C", "N", "C", "O", "C", "C", "C", "C", "C", "O", "C", "C", "O", "N", "C", "C", "C", "C", "C", "C", "N", "C", "C", "C", "N", "C", "C", "O", "C", "C", "C", "O", "C", "C", "H", "H", "H", "H", "H", "H", "H", "H", "H", "H", "H", "H", "H", "H", "H", "H", "H", "H", "H", "H", "H", "H", "H", "H", "H", "H", "H", "H", "H", "H", "H", "H", "H", "H", "H", "H", "H", "H", "H", "H"],
  "positions_angstrom": [[-9.36, -1.31, 2.09], [-8.06, -2.00, 1.01], [-6.93, -0.66, 0.80], [-7.09, 0.59, 1.38], [-6.13, 1.57, 1.15], [-5.04, 1.32, 0.35], [-4.88, 0.06, -0.23], [-3.75, -0.15, -1.03], [-3.33, -1.28, -1.66], [-3.89, -2.35, -1.64], [-2.03, -1.01, -2.39], [-1.37, -2.21, -3.14], [-1.12, -3.32, -2.14], [-0.07, -2.93, -1.42], [0.26, -1.55, -1.96], [-0.06, -1.69, -3.34], [1.52, -0.74, -1.73], [2.06, -1.09, -0.33], [1.52, -0.69, 0.68], [3.14, -1.88, -0.34], [3.78, -2.37, 0.86], [5.22, -1.87, 0.95], [5.89, -2.38, 2.22], [5.86, -3.90, 2.27], [4.42, -4.41, 2.18], [3.75, -3.90, 0.91], [1.03, 0.63, -1.78], [1.91, 1.74, -2.03], [2.93, 1.98, -0.91], [2.23, 2.45, 0.37], [1.51, 3.68, 0.12], [2.31, 4.87, 0.35], [1.53, 6.09, -0.14], [0.29, 6.21, 0.52], [-0.48, 5.04, 0.33], [0.25, 3.79, 0.83], [-0.30, 0.76, -1.61], [-0.94, 1.79, -1.61], [-0.88, -0.63, -1.44], [-5.83, -0.93, 0.00], [-10.07, -2.11, 2.23], [-8.93, -1.02, 3.04], [-9.84, -0.47, 1.60], [-7.93, 0.82, 2.00], [-6.26, 2.54, 1.60], [-4.30, 2.08, 0.17], [-3.16, 0.67, -1.13], [-2.19, -0.21, -3.12], [-1.84, -2.49, -4.07], [-1.73, -4.19, -2.04], [0.41, -3.38, -0.58], [2.26, -0.90, -2.51], [3.52, -2.20, -1.22], [3.20, -1.97, 1.70], [5.23, -0.78, 0.93], [5.78, -2.22, 0.08], [6.92, -2.02, 2.26], [5.36, -1.98, 3.09], [6.32, -4.26, 3.19], [6.44, -4.30, 1.43], [4.41, -5.50, 2.19], [3.86, -4.06, 3.05], [2.72, -4.25, 0.86], [4.28, -4.30, 0.03], [1.28, 2.63, -2.11], [2.43, 1.57, -2.98], [3.64, 2.73, -1.24], [3.49, 1.06, -0.70], [2.97, 2.56, 1.18], [1.52, 1.68, 0.68], [2.55, 4.99, 1.42], [3.24, 4.79, -0.21], [1.37, 6.00, -1.22], [2.08, 7.01, 0.07], [-0.70, 4.91, -0.74], [-1.41, 5.20, 0.88], [0.40, 3.87, 1.92], [-0.36, 2.92, 0.60], [-1.12, -0.81, -0.39], [-5.71, -1.90, -0.44]],
  "mulliken_charge": [-0.942, -0.042, 0.751, -0.263, -0.929, -0.739, 0.368, 0.061, 0.231, -0.688, -0.346, -0.145, -0.856, -0.837, 1.028, -0.676, 0.274, -0.654, -0.693, 0.072, -0.317, -0.613, -0.779, -0.700, -0.768, -0.541, 0.270, -1.351, -0.613, -1.505, 0.896, -0.607, -0.754, -0.408, -0.697, -0.468, 0.176, -0.736, -0.210, -0.859, 0.378, 0.298, 0.299, 0.343, 0.356, 0.477, -0.031, 0.611, 0.647, 0.513, 0.433, 0.801, 0.414, 0.332, 0.256, 0.364, 0.378, 0.331, 0.327, 0.311, 0.383, 0.337, 0.227, 0.355, 0.656, 0.394, 0.643, 0.215, 0.353, 0.584, 0.343, 0.347, 0.333, 0.354, 0.310, 0.346, 0.276, 0.261, 0.413, 0.644],
  "orbital_gap_ha": 0.3081,
  "smiles": "CSc1cccc(NC(=O)[C@@H]2[C@@H]3C=C[C@]4(O3)[C@H](C(=O)NC3CCCCC3)N(CCCN3CCOCC3)C(=O)[C@@H]24)c1",
  "fmax_ev_per_a": 0.8,
  "multiplicity": 1,
  "total_charge": 0,
  "relative_energy_ev": 0.0000
}

=====

(2)
{
  "formula": "C30H40O30",
  "method": "ωB97M-V/def2-TZVPD",
  "species": ["O", "C", "O", "C", "C", "O", "H", "H", "H", "H", "O", "C", "O", "C", "C", "O", "H", "H", "H", "H", "O", "C", "O", "C", "C", "O", "H", "H", "H", "H", "O", "C", "O", "C", "C", "O", "H", "H", "H", "H", "O", "C", "O", "C", "C", "O", "H", "H", "H", "H", "O", "C", "O", "C", "C", "O", "H", "H", "H", "H", "O", "C", "O", "C", "C", "O", "H", "H", "H", "H", "O", "C", "O", "C", "C", "O", "H", "H", "H", "H", "O", "C", "O", "C", "C", "O", "H", "H", "H", "H", "O", "C", "O", "C", "C", "O", "H", "H", "H", "H"],
  "positions_angstrom": [[-2.88, 2.27, 5.77], [-3.86, 2.98, 6.02], [-4.80, 2.73, 6.84], [-5.81, 3.73, 6.79], [-5.16, 4.87, 6.04], [-4.11, 4.14, 5.44], [-6.69, 3.30, 6.31], [-6.04, 4.07, 7.80], [-4.86, 5.65, 6.74], [-5.90, 5.28, 5.35], [3.93, -3.63, 4.75], [4.66, -3.41, 5.70], [4.70, -4.25, 6.71], [5.85, -3.89, 7.53], [6.37, -2.51, 7.08], [5.56, -2.37, 5.83], [5.49, -3.73, 8.55], [6.68, -4.59, 7.41], [7.42, -2.68, 6.88], [6.02, -1.77, 7.81], [4.62, -2.18, -5.74], [5.68, -1.95, -6.34], [5.89, -1.16, -7.38], [7.20, -1.17, -7.91], [7.84, -2.12, -6.95], [6.83, -2.32, -5.89], [7.23, -1.63, -8.90], [7.64, -0.18, -7.78], [8.77, -1.75, -6.50], [8.08, -3.06, -7.44], [9.02, -6.12, -1.83], [7.87, -6.58, -1.78], [7.42, -7.60, -2.39], [6.06, -7.81, -2.16], [5.64, -6.81, -1.19], [6.78, -6.02, -1.09], [5.54, -7.61, -3.09], [5.74, -8.79, -1.81], [5.46, -7.36, -0.27], [4.78, -6.19, -1.43], [6.66, 4.17, 0.17], [6.82, 2.95, 0.04], [6.12, 1.95, 0.62], [6.35, 0.75, -0.13], [7.75, 0.95, -0.64], [7.76, 2.37, -0.85], [6.29, -0.12, 0.53], [5.72, 0.84, -1.01], [7.97, 0.46, -1.59], [8.49, 0.60, 0.08], [-5.84, -3.50, 5.62], [-5.59, -3.64, 6.82], [-6.42, -3.16, 7.73], [-6.29, -3.97, 8.92], [-4.93, -4.58, 8.76], [-4.57, -4.20, 7.41], [-6.31, -3.35, 9.81], [-7.15, -4.64, 8.97], [-4.96, -5.66, 8.81], [-4.31, -4.03, 9.47], [4.03, 7.08, -6.06], [3.18, 6.22, -5.91], [1.96, 6.26, -6.53], [1.18, 5.12, -6.11], [2.16, 4.27, -5.39], [3.38, 5.07, -5.37], [0.35, 5.30, -5.42], [0.87, 4.51, -6.97], [2.40, 3.37, -5.96], [1.85, 4.02, -4.37], [-7.03, 7.45, -7.78], [-7.41, 6.48, -7.14], [-6.61, 5.55, -6.59], [-7.31, 4.62, -5.79], [-8.72, 4.99, -6.15], [-8.60, 6.28, -6.71], [-6.97, 3.61, -6.01], [-7.17, 4.95, -4.76], [-9.18, 4.99, -5.16], [-9.18, 4.26, -6.82], [-2.31, 0.20, -2.07], [-1.57, -0.35, -1.22], [-0.28, -0.25, -1.05], [0.17, -1.16, -0.12], [-1.15, -1.55, 0.56], [-2.05, -1.23, -0.45], [0.67, -2.01, -0.58], [0.84, -0.81, 0.66], [-1.50, -1.11, 1.50], [-1.19, -2.63, 0.73], [-10.79, 3.34, -0.54], [-10.06, 2.40, -0.20], [-9.24, 2.41, 0.83], [-8.25, 1.45, 0.68], [-8.65, 0.61, -0.51], [-9.76, 1.32, -0.96], [-7.30, 1.96, 0.57], [-8.14, 0.84, 1.58], [-8.96, -0.38, -0.16], [-7.91, 0.58, -1.31]],
  "mulliken_charge": [-0.602, 0.748, -0.319, -0.332, -0.227, -0.338, 0.269, 0.265, 0.259, 0.277, -0.560, 0.682, -0.312, -0.360, -0.250, -0.318, 0.275, 0.286, 0.268, 0.290, -0.603, 0.738, -0.349, -0.182, -0.320, -0.316, 0.251, 0.282, 0.264, 0.234, -0.574, 0.693, -0.308, -0.302, -0.196, -0.334, 0.250, 0.293, 0.219, 0.260, -0.546, 0.660, -0.304, -0.302, -0.301, -0.324, 0.308, 0.279, 0.277, 0.253, -0.577, 0.718, -0.328, -0.276, -0.219, -0.324, 0.229, 0.231, 0.259, 0.288, -0.558, 0.682, -0.334, -0.197, -0.270, -0.316, 0.263, 0.256, 0.222, 0.253, -0.565, 0.720, -0.346, -0.280, -0.285, -0.314, 0.286, 0.238, 0.261, 0.285, -0.648, 0.743, -0.281, -0.241, -0.337, -0.307, 0.260, 0.299, 0.276, 0.237, -0.564, 0.710, -0.328, -0.271, -0.162, -0.353, 0.238, 0.249, 0.249, 0.231],
  "orbital_gap_ha": 0.3871,
  "smiles": "O=C1OCCO1.O=C1OCCO1.O=C1OCCO1.O=C1OCCO1.O=C1OCCO1.O=C1OCCO1.O=C1OCCO1.O=C1OCCO1.O=C1OCCO1.O=C1OCCO1",
  "fmax_ev_per_a": 7.4,
  "multiplicity": 1,
  "total_charge": 0,
  "relative_energy_ev": 6.4677
}

=====

(3)
{
  "formula": "C30H41AsCaO3S2Si",
  "method": "ωB97M-V/def2-TZVPD",
  "species": ["Ca", "C", "C", "C", "C", "O", "Si", "S", "O", "C", "C", "C", "C", "O", "C", "C", "C", "C", "H", "H", "H", "H", "H", "H", "H", "H", "H", "H", "H", "H", "H", "H", "H", "H", "H", "H", "H", "H", "H", "H", "H", "H", "H", "H", "H", "S", "C", "C", "C", "C", "C", "C", "As", "C", "C", "C", "C", "C", "C", "C", "C", "C", "C", "C", "C", "H", "H", "H", "H", "H", "H", "H", "H", "H", "H", "H", "H", "H", "H"],
  "positions_angstrom": [[1.48, 0.21, 1.42], [2.24, -0.22, -3.26], [1.58, -0.70, -1.95], [0.16, -1.06, -2.26], [2.39, -1.74, -1.28], [1.48, 0.39, -0.93], [0.97, 1.97, -1.17], [0.81, 2.65, 0.80], [2.01, 2.74, -2.16], [3.24, 3.54, -1.94], [2.81, 4.88, -1.39], [4.17, 2.74, -1.04], [4.00, 3.64, -3.26], [-0.43, 1.88, -2.03], [-1.42, 2.78, -2.58], [-2.77, 2.10, -2.15], [-1.22, 2.81, -4.08], [-1.34, 4.12, -2.01], [2.21, -1.04, -3.96], [3.23, 0.17, -3.11], [1.55, 0.50, -3.76], [0.14, -1.93, -2.96], [-0.42, -0.19, -2.70], [-0.28, -1.42, -1.32], [2.48, -2.51, -2.03], [1.84, -2.16, -0.40], [3.42, -1.42, -1.08], [2.31, 4.77, -0.44], [2.09, 5.30, -2.17], [3.69, 5.54, -1.23], [3.68, 2.56, -0.10], [5.11, 3.28, -0.88], [4.46, 1.77, -1.58], [3.33, 4.20, -4.00], [4.16, 2.62, -3.55], [4.94, 4.08, -3.15], [-2.83, 0.99, -2.36], [-3.66, 2.56, -2.60], [-2.93, 2.22, -1.08], [-1.32, 1.85, -4.56], [-0.20, 3.14, -4.25], [-1.87, 3.59, -4.53], [-1.49, 3.96, -0.92], [-2.16, 4.80, -2.35], [-0.42, 4.66, -2.22], [2.15, -1.64, 3.32], [0.73, -0.99, 4.19], [0.88, -0.27, 5.37], [-0.24, -0.01, 6.16], [-1.49, -0.14, 5.64], [-1.68, -0.67, 4.38], [-0.58, -1.11, 3.67], [-0.80, -1.73, 1.85], [-2.70, -1.93, 1.73], [-3.34, -0.69, 1.44], [-4.71, -0.69, 1.13], [-5.42, -1.87, 1.12], [-4.82, -3.07, 1.57], [-3.46, -3.07, 1.86], [-0.30, -3.58, 1.99], [-0.04, -4.32, 3.14], [0.12, -5.69, 3.14], [0.09, -6.30, 1.91], [-0.05, -5.62, 0.73], [-0.15, -4.26, 0.74], [1.94, -0.14, 5.70], [0.06, 0.45, 7.09], [-2.40, 0.12, 6.17], [-2.69, -0.87, 4.00], [-2.80, 0.24, 1.28], [-5.16, 0.25, 0.93], [-6.51, -1.93, 0.83], [-5.43, -3.97, 1.57], [-2.96, -3.93, 2.29], [-0.03, -3.79, 4.09], [0.40, -6.22, 4.01], [0.33, -7.37, 1.93], [-0.03, -6.12, -0.20], [-0.09, -3.68, -0.18]],
  "mulliken_charge": [0.268, -1.518, 1.703, -0.757, -1.956, 0.984, -0.211, -1.007, -0.147, 1.575, -1.424, -1.305, -1.605, 0.602, 1.625, -1.606, -1.692, -1.525, 0.612, 0.271, 0.172, 0.478, -0.003, -0.070, 0.497, 0.313, 0.276, 0.244, 0.226, 0.448, 0.182, 0.570, 0.228, 0.270, 0.419, 0.456, 0.243, 0.423, 0.384, 0.312, 0.268, 0.439, 0.321, 0.467, 0.203, -0.320, 0.316, -0.777, -0.743, -0.527, -0.657, 0.419, 0.978, -0.406, -0.308, -0.741, -0.362, -0.674, -0.161, 0.127, 0.025, -0.888, -0.275, -0.907, 0.157, 0.353, 0.333, 0.406, 0.309, 0.401, 0.453, 0.306, 0.380, 0.414, 0.286, 0.469, 0.284, 0.473, 0.203],
  "orbital_gap_ha": 0.2943,
  "fmax_ev_per_a": 3.6,
  "multiplicity": 1,
  "total_charge": 0
}